C36H44BBr2Cl3N4OPdSi | ωB97M-V with the def2-TZVPD basis set

## Properties
multiplicity: 3
HOMO energy (spin up / spin down): -6.7 / -7.9 eV
lowest unoccupied orbital energy (spin up / spin down): -0.08 / -1.33 eV
charge: 0
electronic energy: -8663.47776 hartree
HOMO-LUMO gap (spin up / spin down): 6.63 / 6.57 eV

```
93
C36H44BBr2Cl3N4OPdSi | OMol25 | ωB97M-V with the def2-TZVPD basis set
Pd 0.21898 0.30802 -0.22049
O -2.51346 -2.56616 4.71311
C -2.05297 -1.87157 3.66202
C -2.80086 -0.88116 3.02384
C -2.24065 -0.19153 1.96881
N -1.00482 -0.42250 1.54377
C -0.30394 -1.37599 2.14004
Br 1.44297 -1.61436 1.42543
C -0.76607 -2.14252 3.18680
H -3.40103 -2.27092 4.96226
H -3.80326 -0.65601 3.35354
H -2.78548 0.57943 1.43903
H -0.17224 -2.92093 3.63615
Br 1.19414 -3.83047 -1.28586
C -0.61713 -3.31631 -1.51230
C -1.38454 -4.02882 -2.42591
C -2.72931 -3.71562 -2.51904
C -3.24064 -2.72933 -1.69116
C -2.37826 -2.07599 -0.82780
N -1.07752 -2.34416 -0.74301
H -0.93699 -4.79987 -3.03254
H -3.37067 -4.24464 -3.20901
H -4.28557 -2.46540 -1.71506
H -2.75545 -1.30976 -0.16541
C 2.18961 -0.35558 4.58896
C 1.76388 0.96109 3.93513
C 2.51839 2.12385 4.59630
C 0.28382 1.26079 4.01144
C -0.45722 0.79634 5.08465
C -1.77808 1.17193 5.24269
C -2.35844 2.01323 4.31920
C -1.65863 2.49008 3.21018
C -2.42443 3.45005 2.31846
C -2.37645 4.85319 2.94252
C -2.01146 3.52960 0.85158
C -0.32384 2.09776 3.05368
N 0.47728 2.59138 1.99146
B 1.02002 2.01503 0.79568
N 1.92987 2.99609 0.29245
C 1.88738 4.09548 1.13412
C 1.02856 3.85887 2.13970
C 3.01419 2.90252 -0.62701
C 2.91432 3.25021 -1.97801
C 4.03799 3.05799 -2.78411
C 5.23015 2.58972 -2.28072
C 5.33538 2.31478 -0.93154
C 4.24149 2.46111 -0.09601
C 4.42019 2.21883 1.38590
C 5.27537 3.34470 1.97906
C 5.03092 0.84944 1.68895
C 1.73028 3.88538 -2.68509
C 0.38997 3.89735 -1.96075
C 2.09147 5.33458 -3.04634
H 3.18777 -0.62248 4.24800
H 1.52317 -1.17471 4.33219
H 2.22105 -0.26531 5.67327
H 2.05051 0.91760 2.87961
H 2.20841 2.22872 5.63532
H 2.31490 3.05920 4.08141
H 3.59105 1.94449 4.57305
H 0.00230 0.15540 5.82043
H -2.34449 0.81835 6.09252
H -3.38538 2.31923 4.46295
H -3.47227 3.12277 2.34569
H -1.36272 5.24583 2.90289
H -2.69805 4.83139 3.98354
H -3.02554 5.52794 2.38601
H -1.09762 4.10141 0.73286
H -2.79384 4.03541 0.28942
H -1.86141 2.54570 0.41044
H 2.48724 4.96654 0.94477
H 0.77121 4.49315 2.96692
H 3.97275 3.29319 -3.83624
H 6.08185 2.46107 -2.93184
H 6.28016 1.98843 -0.52670
H 3.44408 2.25412 1.86819
H 6.28314 3.32067 1.57118
H 5.33695 3.24922 3.06141
H 4.83613 4.31222 1.74563
H 6.05256 0.77580 1.32463
H 4.44399 0.05756 1.22668
H 5.05017 0.67940 2.76476
H 1.59602 3.33126 -3.62184
H 0.41233 4.57873 -1.11522
H 0.10461 2.90853 -1.61084
H -0.38008 4.23614 -2.65091
H 2.29819 5.90307 -2.14032
H 1.25637 5.80149 -3.56609
H 2.96807 5.38358 -3.68817
Cl 3.36439 -0.81874 -1.60057
Si 1.60880 0.21722 -2.06795
Cl 0.65913 -1.11558 -3.36118
Cl -1.76944 0.76361 -1.52227
```